Below is a 2-piece molecular cluster, C8H12N2O2 overall in a non-equilibrium geometry, with properties calculated with ωB97M-V with the def2-TZVPD basis set.

Structure (XYZ):
```
24
Properties=species:S:1:pos:R:3:forces:R:3:nbo_charge:R:1
C 1.511 -0.707 1.776 0.16 -0.07 0.22 -0.62
C 1.022 -0.161 0.442 1.23 0.50 0.67 -0.19
N 0.992 1.317 0.293 0.19 0.21 0.20 -0.60
C 2.118 1.328 -0.670 0.16 0.14 -0.16 -0.35
C 2.075 -0.199 -0.674 0.06 -0.04 0.13 0.60
O 2.643 -1.071 -1.268 -0.25 0.20 0.08 -0.52
H 1.622 -1.801 1.732 -0.02 0.31 -0.01 0.22
H 0.793 -0.472 2.575 0.15 -0.04 -0.23 0.22
H 2.483 -0.276 2.048 -0.14 -0.10 -0.01 0.21
H 0.100 -0.615 0.196 -0.21 0.13 0.14 0.23
H 1.205 1.813 1.154 -0.07 -0.13 -0.16 0.36
H 1.897 1.813 -1.628 0.01 -0.10 0.13 0.21
H 3.068 1.728 -0.289 -0.11 -0.11 -0.06 0.21
N -0.869 -1.903 -0.945 0.82 -1.32 -0.72 -0.81
C -1.611 -0.790 -0.675 -1.78 1.08 0.44 0.44
C -1.764 0.434 -1.262 0.41 -0.56 -0.35 -0.38
C -2.778 1.111 -0.515 -0.29 0.38 0.10 -0.29
C -3.172 0.282 0.468 -0.34 -0.37 0.73 0.05
O -2.463 -0.896 0.394 0.42 -0.10 -0.46 -0.44
H -0.033 -1.702 -1.486 -0.37 -0.05 -0.19 0.39
H -0.556 -2.451 -0.147 -0.54 0.19 -0.03 0.39
H -1.221 0.800 -2.130 -0.18 -0.10 0.33 0.23
H -3.165 2.109 -0.687 0.11 -0.21 -0.01 0.23
H -3.897 0.310 1.298 0.59 0.16 -0.78 0.21
```
Forces are in eV/Å.

## Properties
orbital gap	0.3151	hartree
energy above the lowest of the compared OMol25 structures with the same formula, charge and spin	78.2	kcal/mol
SMILES	C[C@H]1NCC1=O.Nc1ccco1
E	-15563.517	eV
LUMO	0.8	eV

Below is C50H37N4P2SSeSiZn as an isolated structure in a non-equilibrium geometry, with properties calculated with ωB97M-V with the def2-TZVPD basis set.

Structure (XYZ):
```
97
Properties=species:S:1:pos:R:3:forces:R:3:lowdin_spin:R:1
Zn 0.037 0.895 0.088 -0.15 -0.29 0.03 0.01
C 3.374 2.277 0.932 -0.06 -0.16 -0.12 0.00
Si 2.393 0.813 0.204 -0.15 0.29 0.17 0.00
C 2.887 -0.671 1.308 -0.05 0.11 -0.15 0.00
C 4.173 -1.201 1.178 0.00 -0.05 -0.02 0.00
C 4.626 -2.241 1.973 0.02 -0.01 0.01 0.00
C 3.777 -2.794 2.918 0.02 -0.02 -0.01 0.00
C 2.495 -2.289 3.070 -0.04 0.03 -0.03 0.00
C 2.042 -1.220 2.294 -0.02 -0.14 0.00 0.00
P 0.346 -0.534 2.514 0.23 0.08 0.34 0.00
C 0.630 0.871 3.661 0.00 -0.03 -0.08 0.00
C 1.872 1.298 4.115 -0.05 -0.04 -0.02 0.00
C 1.962 2.388 4.974 0.07 0.05 0.05 0.00
C 0.819 3.055 5.384 -0.01 0.01 -0.01 0.00
C -0.426 2.636 4.929 -0.02 0.02 0.02 0.00
C -0.518 1.555 4.070 0.06 0.02 -0.07 0.00
C -0.483 -1.671 3.704 0.00 0.10 -0.11 0.00
C -1.595 -2.376 3.252 0.04 0.01 -0.02 0.00
C -2.329 -3.176 4.119 -0.03 -0.04 0.02 0.00
C -1.950 -3.282 5.447 0.00 0.00 0.00 0.00
C -0.846 -2.577 5.910 0.05 0.01 0.07 0.00
C -0.125 -1.765 5.050 -0.06 -0.04 -0.03 0.00
C 3.088 0.593 -1.572 -0.02 -0.01 0.21 0.00
C 4.461 0.789 -1.772 0.04 0.02 -0.03 0.00
C 5.038 0.737 -3.029 0.02 0.02 0.06 0.00
C 4.241 0.512 -4.144 -0.01 -0.02 -0.05 0.00
C 2.881 0.325 -3.978 0.01 0.02 0.02 0.00
C 2.299 0.355 -2.709 -0.01 -0.05 -0.07 0.00
P 0.502 -0.012 -2.551 0.37 0.22 -0.20 0.00
C -0.260 0.937 -3.923 -0.09 -0.01 0.12 0.00
C -0.764 2.187 -3.556 0.04 -0.09 0.04 0.00
C -1.438 2.978 -4.472 -0.01 0.04 0.00 0.00
C -1.637 2.521 -5.766 0.02 0.02 0.01 0.00
C -1.137 1.283 -6.143 -0.01 -0.03 -0.08 0.00
C -0.448 0.495 -5.232 0.05 0.09 0.05 0.00
C 0.467 -1.740 -3.145 -0.11 -0.02 0.16 0.00
C -0.731 -2.281 -3.617 0.06 0.02 0.04 0.00
C -0.814 -3.620 -3.960 -0.07 -0.02 0.00 0.00
C 0.292 -4.447 -3.814 0.03 -0.04 0.01 0.00
C 1.477 -3.927 -3.315 -0.01 -0.05 0.02 0.00
C 1.565 -2.584 -2.977 -0.05 0.06 -0.02 0.00
H 4.362 1.960 1.277 0.01 0.02 -0.02 0.00
H 2.845 2.703 1.787 0.00 -0.03 0.00 0.00
H 3.508 3.065 0.187 -0.04 0.01 0.01 0.00
H 4.840 -0.793 0.426 0.01 -0.02 0.01 0.00
H 5.633 -2.622 1.853 -0.01 -0.01 -0.02 0.00
H 4.109 -3.617 3.539 -0.01 0.00 -0.01 0.00
H 1.839 -2.743 3.798 -0.02 0.00 0.06 0.00
H 2.771 0.781 3.801 0.00 0.00 0.01 0.00
H 2.932 2.714 5.328 0.00 -0.01 -0.02 0.00
H 0.895 3.904 6.052 0.00 -0.01 0.00 0.00
H -1.323 3.155 5.245 0.00 -0.01 -0.01 0.00
H -1.486 1.226 3.707 -0.02 0.04 0.02 0.00
H -1.897 -2.280 2.216 -0.03 0.00 0.03 0.00
H -3.206 -3.702 3.763 0.03 0.00 -0.03 0.00
H -2.522 -3.900 6.128 0.01 -0.01 0.00 0.00
H -0.552 -2.651 6.950 -0.02 0.01 0.00 0.00
H 0.709 -1.189 5.430 0.03 0.00 -0.01 0.00
H 5.093 1.005 -0.917 0.02 0.01 -0.03 0.00
H 6.105 0.882 -3.142 -0.01 0.02 0.00 0.00
H 4.679 0.483 -5.134 -0.01 0.00 0.00 0.00
H 2.255 0.145 -4.845 0.03 0.01 -0.01 0.00
H -0.633 2.527 -2.534 -0.04 0.03 -0.02 0.00
H -1.826 3.943 -4.169 0.01 -0.01 0.00 0.00
H -2.182 3.126 -6.479 0.00 -0.01 0.00 0.00
H -1.291 0.923 -7.153 0.02 0.01 0.00 0.00
H -0.062 -0.466 -5.546 -0.02 -0.07 0.03 0.00
H -1.605 -1.646 -3.710 -0.03 0.00 -0.02 0.00
H -1.746 -4.026 -4.332 0.00 0.02 0.00 0.00
H 0.229 -5.494 -4.080 -0.01 0.01 0.00 0.00
H 2.338 -4.571 -3.187 0.00 0.01 0.01 0.00
H 2.490 -2.190 -2.577 0.03 -0.01 -0.03 0.00
Se -7.074 0.948 0.106 -0.20 0.06 -0.13 0.03
N -5.879 2.305 0.315 0.12 0.45 0.35 0.03
C -4.814 2.255 -0.367 -0.20 -0.42 -0.49 0.00
C -3.593 3.002 -0.090 0.60 0.16 0.09 0.08
C -3.658 4.358 0.208 -0.09 -0.03 -0.11 -0.01
C -2.497 5.100 0.305 -0.08 0.02 0.02 0.09
C -1.292 4.439 0.087 0.08 -0.06 0.00 -0.01
N -1.200 3.135 -0.078 -0.20 -0.25 0.06 0.08
C -2.321 2.341 -0.122 -0.88 0.60 0.20 0.03
C -2.343 -0.403 -0.304 -0.87 -0.68 0.16 0.03
N -1.236 -1.211 -0.216 -0.37 0.04 -0.13 0.08
C -1.331 -2.520 -0.324 0.11 0.01 0.00 -0.01
C -2.540 -3.191 -0.484 -0.06 0.02 0.01 0.10
C -3.686 -2.427 -0.577 -0.08 -0.03 -0.04 -0.01
C -3.608 -1.041 -0.524 0.57 -0.12 0.15 0.08
C -4.823 -0.239 -0.647 -0.15 0.51 -0.43 0.00
N -5.880 -0.420 0.024 0.10 -0.60 0.21 0.03
H -4.631 4.818 0.324 0.01 0.00 -0.01 0.00
H -2.517 6.158 0.524 0.00 0.00 -0.03 0.01
H -0.354 4.985 0.070 -0.02 0.00 0.03 0.00
H -0.396 -3.070 -0.263 -0.01 0.00 -0.02 0.00
H -2.574 -4.270 -0.530 0.02 0.00 -0.03 0.01
H -4.655 -2.893 -0.707 0.00 0.03 0.02 0.00
S -4.641 1.145 -1.774 -0.05 -0.01 0.30 0.00
C -1.998 0.956 -0.055 1.64 0.20 -0.42 0.36
```
Forces are in eV/Å.

## Properties
orbital gap (alpha / beta)	0.2608 / 0.2079	hartree
energy above the lowest of the compared OMol25 structures with the same formula, charge and spin	54.8	kcal/mol
<S²>	0.800
spin multiplicity	2
E	-209464.253	eV
LUMO (alpha / beta)	0.1 / -1.4	eV